[1]
94
Properties=species:S:1:pos:R:3 method="wB97M-V/def2-TZVPD" e_above_lowest_ev=0.000 total_charge=0 smiles="CCC[C@@H](C#N)[C@H](C#N)CCCS.C[C@@H]1COC(=O)O1.C[C@@H]1COC(=O)O1.C[C@@H]1COC(=O)O1.C[C@@H]1COC(=O)O1.C[C@@H]1COC(=O)O1" orbital_gap_ev=9.51
S -5.086 -5.925 0.209
O -3.173 -1.632 -7.309
O -3.946 -3.017 -8.913
O 0.398 -2.105 -2.077
O 5.388 3.975 0.420
O 1.561 -0.174 -1.979
O 5.799 3.929 2.630
O 1.687 -2.249 4.411
O -0.153 -1.659 3.321
O -5.177 -1.268 -8.196
O -0.337 -0.256 -3.127
O 2.327 2.352 2.855
O 1.347 4.334 2.685
O 7.214 2.934 1.239
O 0.963 3.049 4.501
O 0.961 -3.521 2.696
N -0.985 0.873 -0.316
N -4.094 0.453 -2.301
C -0.010 1.133 -3.003
C 0.845 -2.578 3.413
C -5.082 -0.406 -7.059
C 1.359 -0.922 4.874
C -4.082 -2.069 -8.209
C 6.696 3.172 3.470
C 7.859 2.949 2.520
C -1.623 -0.045 -0.107
C 2.533 2.780 1.498
C 6.074 3.646 1.339
C -3.519 -1.602 -0.790
C 1.490 3.235 3.446
C -3.175 -0.148 -5.382
C 7.018 3.931 4.730
C -1.438 -3.685 -0.359
C 1.970 2.212 -1.807
C 0.539 -0.960 -2.375
C 1.772 4.924 0.357
C 1.470 1.087 -2.673
C -1.347 -2.419 0.494
C 1.661 -0.764 6.339
C -0.132 -4.485 -0.241
C 2.309 4.273 1.603
C -3.840 -0.441 -1.652
C -2.383 -1.268 0.228
C -5.562 -3.258 -0.703
C -4.827 -2.056 -0.060
C -5.990 -4.356 0.301
C -3.586 -0.342 -6.816
C -0.104 -0.829 4.489
H 6.141 4.012 5.369
H 0.787 4.522 0.115
H 3.217 4.773 1.944
H 2.068 0.997 -3.584
H -1.417 -2.696 1.555
H -2.092 -0.076 -5.290
H -5.945 -3.979 1.332
H 7.803 3.414 5.284
H -4.590 -2.280 0.989
H 0.702 -3.802 -0.053
H 2.455 4.735 -0.472
H 2.734 -0.794 6.522
H 6.200 2.225 3.698
H 1.941 -0.221 4.270
H -0.598 1.555 -2.184
H -3.622 0.759 -4.976
H -3.911 -5.468 0.657
H -3.197 -2.384 -1.485
H 3.044 2.136 -1.640
H -0.175 -5.224 0.570
H 1.277 0.194 6.691
H 7.359 4.938 4.488
H -2.309 -4.287 -0.066
H 3.534 2.519 1.173
H -5.510 -1.195 -0.048
H -5.535 0.554 -7.290
H 1.197 -1.570 6.909
H -0.238 1.646 -3.934
H 1.678 6.001 0.489
H 1.793 2.291 0.861
H -4.929 -3.719 -1.475
H 8.385 2.012 2.673
H -0.414 0.181 4.232
H 8.567 3.781 2.543
H -5.605 -0.870 -6.220
H -2.888 -1.027 1.178
H 1.763 3.171 -2.285
H 0.083 -5.009 -1.182
H -1.571 -3.424 -1.417
H 1.466 2.183 -0.841
H -0.766 -1.241 5.254
H -0.340 -2.003 0.365
H -3.127 0.411 -7.464
H -6.470 -2.900 -1.206
H -3.503 -0.994 -4.778
H -7.030 -4.654 0.111

---

[2]
18
Properties=species:S:1:pos:R:3 method="wB97M-V/def2-TZVPD" e_above_lowest_ev=3.584 total_charge=0 smiles="CC1=C[C@]1(O)CC(N)=O" orbital_gap_ev=9.11
O 1.445 0.217 1.873
O 0.159 0.239 -2.469
N -0.512 1.335 1.941
C 1.229 -1.243 -0.687
C 0.530 0.752 1.294
C 0.616 0.022 -1.155
C 0.728 1.272 -0.362
C -0.024 -1.057 -0.282
C -1.423 -1.488 -0.116
H 1.759 1.605 -0.267
H -1.716 -1.447 0.934
H -0.460 1.429 2.944
H -1.515 -2.519 -0.456
H 0.329 -0.557 -2.983
H -1.224 1.844 1.451
H 0.025 2.051 -0.659
H -2.121 -0.872 -0.683
H 2.175 -1.583 -0.317

---

[3]
18
Properties=species:S:1:pos:R:3 method="wB97M-V/def2-TZVPD" e_above_lowest_ev=1.268 total_charge=+1 orbital_gap_ev=10.01
N -0.191 2.795 0.658
N 1.005 -0.412 -0.848
C 0.333 0.934 -0.812
C 0.604 1.588 0.541
C -1.240 -2.725 0.292
H 0.506 -1.055 -0.227
H -2.170 -3.154 0.644
H 0.479 0.865 1.365
H -1.175 2.573 0.748
H -0.721 0.736 -0.988
H 0.051 3.308 1.498
H -0.596 -3.501 -0.113
H -0.760 -2.241 1.146
H 0.947 -0.822 -1.789
H 0.755 1.578 -1.578
H 1.996 -0.365 -0.600
H -1.482 -1.988 -0.474
H 1.658 1.887 0.537

---

[4]
10
Properties=species:S:1:pos:R:3 method="wB97M-V/def2-TZVPD" e_above_lowest_ev=1.054 total_charge=0 smiles=CSSC orbital_gap_ev=8.53
S 0.209 -1.202 0.134
S -0.286 0.628 1.096
C -0.455 1.770 -0.329
C 0.568 -0.891 -1.585
H 0.333 1.691 -1.159
H 0.974 0.173 -1.815
H 1.379 -1.551 -1.998
H -0.423 2.823 -0.096
H -1.376 1.548 -0.910
H -0.341 -0.778 -2.217